Entry 1:
The following is a DFT calculation (wB97M-V/def2-TZVPD) of a molecular structure, C18H48AsBaF6O15P3 at a distorted geometry.

```
! wB97M-V def2-TZVPD RIJCOSX def2/J DEFGRID3
* xyz -2 1
Ba 12.1328 -21.8073 3.4228
O 11.8467 -23.0071 1.1993
H 12.4299 -23.6932 0.8521
O 9.6307 -22.6274 3.5727
H 9.2650 -22.7742 4.4568
O 10.9351 -19.8070 2.2851
H 11.1032 -18.8834 2.5027
As 10.4590 -19.0071 6.4297
F 9.8579 -20.1754 7.5767
F 9.1719 -19.3242 5.3976
F 11.1611 -17.8163 5.4110
F 11.7547 -18.6918 7.5612
F 11.4307 -20.2434 5.6727
F 9.5116 -17.7712 7.2166
C 10.9346 -23.2748 8.4663
C 10.9832 -23.9982 7.1473
O 12.3301 -24.5408 6.9592
P 12.6787 -25.1244 5.5321
O 13.0529 -24.1850 4.4928
O 13.8323 -26.1322 5.8831
C 13.5372 -27.2330 6.7915
C 14.8233 -27.5847 7.5083
O 11.4284 -25.9871 5.1744
C 10.6297 -25.6324 3.9822
C 9.2071 -25.9871 4.2719
H 11.1015 -23.9560 9.3042
H 11.5714 -22.3966 8.5008
H 9.9283 -22.8611 8.5523
H 10.3046 -24.8489 7.1930
H 10.7283 -23.3291 6.3198
H 12.7616 -26.9301 7.4895
H 13.2395 -28.0556 6.1438
H 14.9597 -26.9705 8.4057
H 14.7127 -28.5777 7.9649
H 15.6941 -27.5098 6.8681
H 10.7182 -24.5772 3.6857
H 10.9960 -26.2487 3.1586
H 9.1473 -27.0905 4.3542
H 8.8212 -25.6110 5.2162
H 8.5558 -25.7364 3.4397
C 17.2807 -18.1629 0.6343
C 16.8381 -19.6153 0.6289
O 15.6595 -19.8167 -0.1513
P 14.2331 -19.6799 0.5391
O 14.0543 -20.5745 1.6637
O 13.2898 -19.8164 -0.6844
C 13.6355 -19.4957 -2.0319
C 13.9760 -18.0448 -2.2576
O 14.2148 -18.1318 0.9240
C 12.9528 -17.5379 1.3041
C 13.1438 -16.0388 1.3527
H 17.5855 -17.8461 -0.3652
H 16.4944 -17.4930 0.9763
H 18.1234 -18.0495 1.3242
H 17.5936 -20.2364 0.1446
H 16.6701 -19.9974 1.6396
H 14.4608 -20.1318 -2.3654
H 12.7641 -19.8121 -2.6053
H 14.5995 -17.6520 -1.4493
H 14.6017 -17.9294 -3.1463
H 13.1011 -17.3948 -2.2977
H 12.1647 -17.8195 0.6048
H 12.6506 -17.9292 2.2708
H 12.2113 -15.4944 1.1831
H 13.4446 -15.7519 2.3661
H 13.8761 -15.6623 0.6385
C 14.3206 -18.5480 4.0962
C 15.0267 -18.4152 5.4345
O 16.0127 -19.4779 5.6635
P 15.4941 -20.9313 5.9506
O 14.3353 -21.3470 5.1823
O 16.7739 -21.8180 5.6763
C 16.8214 -22.6530 4.5248
C 17.5970 -23.9158 4.8909
O 15.3723 -20.9156 7.5103
C 14.3105 -21.7053 8.1434
C 14.8241 -22.2187 9.4628
H 13.4138 -19.1403 4.1706
H 14.1227 -17.5595 3.6852
H 15.0326 -19.0409 3.4299
H 15.6085 -17.4927 5.4722
H 14.3600 -18.3964 6.3005
H 15.8070 -22.8951 4.2027
H 17.3002 -22.1180 3.6991
H 17.4552 -24.7007 4.1577
H 18.6110 -23.6263 5.1721
H 17.1678 -24.2627 5.8392
H 13.4764 -21.0118 8.2531
H 13.9821 -22.5113 7.4937
H 13.9724 -22.4923 10.0881
H 15.3986 -23.1282 9.2662
H 15.4512 -21.5002 9.9819
*
```

Values from the calculation:
strongest force on any atom	0.0484	Eh/bohr
energy above the lowest of the compared OMol25 structures with the same formula, charge and spin	7.9	kcal/mol
energy	-5728.3118	Ha
E_HOMO	-0.8	eV
HOMO-LUMO gap	4.6	eV

=====

Entry 2:
The following is a DFT calculation (wB97M-V/def2-TZVPD) of a molecular structure, C18H48AsF6O18 at a distorted geometry.

```
! wB97M-V def2-TZVPD RIJCOSX def2/J DEFGRID3
* xyz -1 1
As -0.2303 0.0735 -1.7027
F 1.2187 -1.0454 -1.5441
F -0.7506 -0.6598 -3.2237
F -1.5632 1.2052 -1.8034
F 0.2083 0.8412 -0.1285
F 0.7367 1.1884 -2.6104
F -1.2421 -1.1417 -0.7772
O -5.1918 3.8586 0.3636
H -4.8496 4.6945 0.0467
H -4.5479 3.2112 0.0764
O -3.8780 7.4681 -3.4576
H -3.8091 6.5622 -3.1562
H -3.0749 7.8861 -3.1470
O 5.3804 1.1339 -6.8349
H 6.0980 0.9947 -6.2170
H 4.5937 1.1477 -6.2898
C 4.1995 -6.2594 3.9162
C 3.3214 -7.0562 2.9313
C 3.8801 -7.0733 1.5207
O 3.7289 -8.4418 1.1959
C 3.5734 -9.2280 2.1993
O 3.5328 -10.4758 2.2097
O 3.3906 -8.4774 3.2666
H 3.4863 -5.9341 4.6735
H 4.5325 -5.3314 3.4514
H 4.9304 -6.9759 4.2912
H 2.2512 -6.8703 2.8404
H 4.9562 -6.9029 1.4853
H 3.3551 -6.3215 0.9313
C -0.7681 5.5857 5.8320
C 0.7061 5.5366 6.1965
C 1.6741 5.4723 5.0538
O 2.6388 6.3784 5.4125
C 2.2552 7.1442 6.4401
O 2.8275 8.0496 6.9518
O 1.0887 6.7635 6.8370
H -1.0772 4.6787 5.3124
H -0.9127 6.4719 5.2140
H -1.4633 5.8537 6.6275
H 0.6970 4.7166 6.9145
H 1.1306 5.7584 4.1533
H 2.0997 4.4842 4.8788
C -7.6575 -0.0271 -6.5638
C -6.2591 -0.8812 -6.5841
C -6.2092 -2.0520 -5.5815
O -5.7684 -3.0932 -6.3333
C -5.8688 -2.8552 -7.6835
O -5.7044 -3.6453 -8.5972
O -6.1607 -1.5559 -7.7848
H -8.5275 -0.5771 -6.9226
H -7.4618 0.8035 -7.2421
H -7.7682 0.4323 -5.5816
H -5.3676 -0.2543 -6.5681
H -7.2273 -2.3279 -5.3070
H -5.5512 -1.8910 -4.7275
C 6.2818 1.1030 0.0401
O 5.6445 1.7356 1.1073
H 5.9334 0.0803 0.1845
H 6.1317 1.6201 -0.9076
H 7.3458 0.9218 0.1922
H 4.6943 1.7896 0.9816
C 2.6132 7.3314 -4.9130
O 1.5487 6.5006 -4.4725
H 2.2903 8.1319 -5.5787
H 3.0571 7.7508 -4.0102
H 3.4766 6.8013 -5.3151
H 1.7583 5.7009 -3.9845
C 0.8405 -0.4702 6.3268
O 1.6249 0.0750 7.3909
H 1.4674 -0.3962 5.4382
H 0.5121 -1.4932 6.5099
H -0.1130 0.0342 6.1701
H 2.5006 0.0888 6.9979
C -4.1032 -4.2182 4.6855
O -2.8585 -4.4982 4.1703
H -4.8755 -4.9255 4.3832
H -4.0855 -4.0170 5.7566
H -4.4049 -3.2638 4.2541
H -2.7846 -3.9734 3.3698
C 7.1384 -2.5912 -4.9971
O 8.1113 -1.5415 -5.0022
H 6.8373 -2.7297 -6.0355
H 7.6070 -3.4872 -4.5900
H 6.1970 -2.3225 -4.5178
H 8.9432 -1.7757 -5.4201
C -7.2804 -1.8551 1.0425
O -6.8551 -0.7690 1.7938
H -7.6304 -2.5463 1.8093
H -8.0936 -1.5140 0.4019
H -6.4452 -2.3574 0.5544
H -6.6273 0.0397 1.3293
*
```

Values from the calculation:
strongest force on any atom	0.0890	Eh/bohr
energy	-4903.9775	Ha
E_HOMO	-8.7	eV
HOMO-LUMO gap	10.3	eV

=====

Entry 3:
The following is a DFT calculation (wB97M-V/def2-TZVPD) of 8 unconnected molecules or ions with the total composition C18H48Cl9O20P5 at a distorted geometry.

```
! wB97M-V def2-TZVPD RIJCOSX def2/J DEFGRID3
* xyz 0 1
C 1.2241 6.6289 -1.9501
O 1.9610 6.6982 -0.7254
P 3.3160 5.8788 -0.4732
O 4.1204 6.3033 0.6757
O 2.7883 4.3839 -0.4439
C 2.0079 3.8731 0.6267
O 4.0613 5.9299 -1.8735
C 4.7636 7.0725 -2.3175
H 0.2397 6.2534 -1.6756
H 1.7205 6.0025 -2.6912
H 1.1545 7.6339 -2.3678
H 2.5313 3.2003 1.3049
H 1.1314 3.3982 0.1806
H 1.6195 4.6894 1.2442
H 4.1243 7.6496 -2.9893
H 5.7108 6.8390 -2.7980
H 5.0160 7.7297 -1.4784
C -2.4401 4.4063 1.1302
O -1.4863 4.8463 2.1074
P -1.2190 3.9162 3.3912
O -2.3567 3.1303 3.8906
O -0.5702 4.9477 4.4208
C -1.5016 5.8245 5.0594
O 0.0524 3.0612 2.9284
C -0.0843 1.6366 2.7669
H -2.5784 3.3264 1.1057
H -2.0311 4.7194 0.1664
H -3.3685 4.9540 1.2891
H -1.7013 5.5127 6.0832
H -2.4608 5.8464 4.5403
H -1.0901 6.8307 5.0729
H -1.1316 1.3306 2.7254
H 0.3708 1.2169 3.6608
H 0.3334 1.2993 1.8231
C 4.4836 -2.6706 -2.2358
O 3.1589 -2.1493 -2.3448
P 1.9093 -3.0783 -1.9912
O 0.6567 -2.3208 -1.9815
O 2.3160 -3.7201 -0.5696
C 1.3307 -4.5143 0.1050
O 2.0522 -4.3507 -2.9434
C 2.2236 -4.1775 -4.3468
H 5.0883 -2.0471 -1.5795
H 4.9006 -2.6773 -3.2444
H 4.5754 -3.6844 -1.8414
H 0.3299 -4.2236 -0.2139
H 1.3950 -4.3246 1.1761
H 1.5346 -5.5680 -0.0824
H 1.7489 -4.9769 -4.9068
H 3.2869 -4.1223 -4.5884
H 1.7945 -3.2302 -4.6834
C 3.2369 -0.4394 0.2873
O 3.1126 0.0568 1.6197
P 4.2673 -0.1715 2.6893
O 4.0698 0.4491 4.0145
O 5.5454 0.3976 1.9198
C 6.8363 0.1908 2.4908
O 4.5108 -1.7616 2.6501
C 3.6621 -2.5652 3.4730
H 2.6995 0.2267 -0.3825
H 2.8157 -1.4434 0.2186
H 4.2793 -0.4389 -0.0349
H 7.1232 -0.8634 2.4933
H 6.8496 0.5755 3.5119
H 7.5531 0.7237 1.8699
H 2.8925 -2.0000 4.0039
H 4.2619 -3.0269 4.2555
H 3.1617 -3.3037 2.8511
C -8.6898 -3.0998 -1.5070
O -7.4825 -2.8001 -0.8122
P -7.4495 -3.0021 0.7818
O -8.5835 -2.4347 1.5095
O -7.2323 -4.5734 0.8485
C -7.3418 -5.1875 2.1246
O -6.0432 -2.3920 1.1958
C -4.8362 -2.7567 0.5130
H -9.1480 -2.1905 -1.8906
H -9.4009 -3.6354 -0.8786
H -8.4420 -3.7390 -2.3547
H -8.3619 -5.1402 2.5069
H -6.6580 -4.7673 2.8638
H -7.1073 -6.2506 2.0683
H -5.0152 -3.5190 -0.2438
H -4.1189 -3.0932 1.2576
H -4.4658 -1.8658 0.0063
Cl -1.4540 -1.2103 -4.2790
C -1.3009 -1.7540 -5.9512
Cl -2.7603 -1.3483 -6.8474
Cl -0.9445 -3.4836 -6.0655
H -0.4289 -1.2971 -6.4011
Cl -2.1879 -4.5353 -0.5771
C -2.0524 -4.2254 -2.2845
Cl -3.6536 -3.9488 -3.0372
Cl -1.1080 -5.4436 -3.1252
H -1.4687 -3.3122 -2.3340
Cl -1.0739 -1.0440 0.8557
C -1.2381 -0.1927 -0.6840
Cl 0.0884 0.9440 -1.0504
Cl -2.8071 0.5389 -0.8571
H -1.1231 -0.9807 -1.4202
*
```

Values from the calculation:
strongest force on any atom	0.0290	Eh/bohr
energy above the lowest of the compared OMol25 structures with the same formula, charge and spin	17.8	kcal/mol
energy	-8068.3851	Ha
E_HOMO	-10.3	eV
structure (SMILES)	COP(=O)(OC)OC.COP(=O)(OC)OC.COP(=O)(OC)OC.COP(=O)(OC)OC.COP(=O)(OC)OC.ClC(Cl)Cl.ClC(Cl)Cl.ClC(Cl)Cl
HOMO-LUMO gap	10.4	eV

=====

Entry 4:
The following is a DFT calculation (wB97M-V/def2-TZVPD) of 9 unconnected molecules or ions with the total composition C18H48F14N7O10P2S2 at a distorted geometry.

```
! wB97M-V def2-TZVPD RIJCOSX def2/J DEFGRID3
* xyz 3 1
C 0.5120 -4.1580 3.4281
C 0.6805 -5.5218 4.1281
O 0.5452 -6.5980 3.5928
N 0.2801 -5.4197 5.5617
H -0.0927 -4.5132 5.8053
H -0.5538 -5.9503 5.7696
C 1.4472 -5.9678 6.4275
H 1.4133 -3.9777 2.8422
H 0.3902 -3.1832 3.9005
H -0.3027 -4.2783 2.7141
H 1.1501 -5.9847 7.4761
H 2.3060 -5.3006 6.3553
H 1.7267 -6.9940 6.1892
C -3.5958 -3.0661 1.8600
C -4.0859 -3.4024 0.4319
O -4.9792 -4.1927 0.2260
N -3.4483 -2.5739 -0.6746
H -3.0605 -1.7610 -0.2175
H -2.7145 -3.1174 -1.1061
C -4.5402 -2.0084 -1.6089
H -3.7614 -2.0056 2.0500
H -2.5532 -3.2373 2.1278
H -4.1716 -3.7613 2.4709
H -5.0634 -1.3245 -0.9406
H -5.2001 -2.8396 -1.8576
H -4.0521 -1.6143 -2.5003
C 0.8166 4.0249 0.3419
C 2.1006 4.9218 0.5791
O 2.7200 4.9247 1.6225
N 2.5591 5.6486 -0.6889
H 3.5548 5.8083 -0.6325
H 2.5316 5.0168 -1.4764
C 1.9523 7.0815 -0.7398
H 0.7727 3.3071 1.1610
H 0.7903 3.5088 -0.6178
H -0.0747 4.6489 0.4077
H 2.4918 7.6749 -0.0016
H 0.9198 7.0291 -0.3943
H 1.9232 7.5436 -1.7266
C -2.9611 3.5809 -0.7441
C -3.7894 2.3700 -0.9111
O -4.3343 2.0677 -1.9480
N -3.8537 1.5723 0.4022
H -3.3179 0.7571 0.1405
H -3.3558 2.1660 1.0500
C -5.2724 1.2439 0.7484
H -3.4099 4.2703 -1.4592
H -1.9492 3.3398 -1.0697
H -3.0552 3.9519 0.2766
H -5.6000 2.2242 1.0945
H -5.3635 0.4224 1.4590
H -5.7510 0.9347 -0.1808
C 4.2215 -2.7662 -3.2417
C 3.9944 -3.2653 -1.7616
O 4.6962 -3.9837 -1.0924
N 2.6070 -2.8380 -1.2833
H 2.3837 -1.8536 -1.2481
H 2.1685 -3.0642 -2.1646
C 2.0688 -3.7331 -0.1013
H 4.7771 -1.8369 -3.1164
H 3.3021 -2.5125 -3.7695
H 4.7784 -3.5042 -3.8192
H 2.8555 -3.9296 0.6272
H 1.8262 -4.6516 -0.6355
H 1.1690 -3.2927 0.3284
C 4.4714 1.3065 -5.8401
C 3.2374 0.7813 -5.1682
O 3.1854 -0.3893 -4.8280
N 1.9442 1.6049 -5.2368
H 2.1778 2.5476 -5.5138
H 1.5003 1.3455 -6.1061
C 0.9626 1.4859 -4.0683
H 5.3005 0.5989 -5.8503
H 4.6938 2.1501 -5.1866
H 4.3114 1.8332 -6.7809
H 0.1940 2.1634 -4.4401
H 1.4111 1.8051 -3.1275
H 0.6090 0.4681 -4.2335
P 3.7123 0.6559 -0.2507
F 3.5877 -0.8499 0.3471
F 5.2240 0.2418 -0.7913
F 2.9539 0.1283 -1.5896
F 3.9688 2.1240 -0.9044
F 2.3026 1.0961 0.4346
F 4.4803 1.1621 1.1109
P -3.2766 3.3995 3.5673
F -4.1486 3.6778 4.9659
F -4.5423 3.7954 2.5979
F -2.6606 4.9429 3.5746
F -2.3920 3.0449 2.2635
F -2.1737 2.9819 4.5685
F -3.7619 1.8182 3.4199
N -1.8731 -0.5404 0.2693
S -0.4865 -0.1668 -0.7642
O 0.5498 -1.1715 -0.7317
O -0.0657 1.2319 -0.9990
F -1.2449 -0.5504 -2.1805
S -1.0330 -0.2661 1.4643
O -0.5922 1.0862 1.8142
O -0.3074 -1.3956 1.9867
F -2.3890 -0.2035 2.3408
*
```

Values from the calculation:
strongest force on any atom	0.2471	Eh/bohr
energy	-4726.7852	Ha
E_HOMO	-16.1	eV
HOMO-LUMO gap	8.4	eV